(1)
C13H19N | ωB97M-V/def2-TZVPD

As for the spin multiplicity: 1. The energy relative to the best compared isomer or geometry (same formula, charge and spin) comes out at 3.041 eV. The SMILES is Cc1c[nH]c2ccccc12.CC(C)C.

Each line ends with the natural charge from an NBO analysis.
Cartesian coordinates (Å):
H  -0.928  4.782  0.660  0.213
C  0.193  -0.126  -1.941  -0.243
H  2.061  5.238  -0.991  0.217
H  3.009  3.936  -0.347  0.215
H  -0.285  -5.008  0.887  0.209
H  0.868  -4.044  -0.008  0.202
C  -1.084  -2.826  2.425  -0.602
N  -1.223  2.762  -0.053  -0.530
H  2.306  5.239  0.734  0.217
H  -1.189  -1.798  2.743  0.209
C  -0.479  3.909  0.223  -0.017
C  2.113  4.520  -0.154  -0.629
H  -2.448  -2.007  0.029  0.200
C  0.991  2.424  -0.713  -0.065
H  -1.844  0.536  -1.404  0.214
C  -0.783  0.622  -1.373  -0.245
C  0.285  -4.076  0.915  -0.608
H  2.916  1.999  -1.651  0.216
H  -2.576  -3.610  0.740  0.196
H  -2.140  3.033  -0.336  0.405
H  -2.112  -3.369  2.533  0.192
H  -0.081  -1.083  -2.572  0.234
H  -0.107  -1.837  0.664  0.224
H  1.012  -4.051  1.762  0.206
C  1.465  0.488  -1.926  -0.214
C  -1.914  -3.008  0.255  -0.583
H  2.360  -0.024  -2.459  0.204
C  0.912  3.608  -0.042  -0.110
H  -1.699  -3.511  -0.652  0.195
C  -0.571  -2.779  0.975  -0.242
C  -0.412  1.796  -0.669  0.144
H  -0.529  -3.388  3.149  0.202
C  1.916  1.652  -1.406  -0.225

***

(2)
C34H38BClO2S | ωB97M-V/def2-TZVPD

As for the spin multiplicity: 1. The energy relative to the best compared isomer or geometry (same formula, charge and spin) comes out at 0.000 eV. The SMILES is Cc1ccc(/C=C/[C@@H](B2OC(C)(C)C(C)(C)O2)c2ccc(C)cc2)cc1.Cc1ccc(-c2ccc(Cl)cc2)s1.

Each line ends with the Löwdin charge.
Cartesian coordinates (Å):
C  -4.201  -3.121  -2.619  -0.046
C  -2.981  -2.468  -2.500  -0.019
H  0.610  0.918  -2.121  0.149
C  2.842  0.343  -1.256  -0.042
C  5.157  -2.507  -2.221  -0.055
H  4.846  -3.526  -2.468  0.080
H  1.873  3.209  4.058  0.111
H  -2.652  3.036  2.674  0.097
C  -0.789  4.076  0.509  -0.007
H  -7.234  -2.879  -2.437  0.086
H  -3.818  0.546  1.190  0.097
C  2.993  -2.405  -0.911  -0.042
C  -2.033  2.206  2.318  -0.012
H  0.984  -2.252  -0.114  0.119
H  0.530  0.774  6.414  0.080
C  -3.661  1.453  0.593  -0.004
C  -1.831  3.164  -0.138  -0.434
C  -5.118  -1.220  -3.801  -0.051
C  -2.239  1.967  0.835  -0.449
C  3.378  -2.144  2.452  -0.058
B  -0.845  1.266  -0.785  -0.624
H  0.047  3.512  0.944  0.094
H  0.276  2.462  5.940  0.082
C  3.991  -0.347  -1.642  -0.052
H  -3.831  1.214  -0.466  0.095
H  2.431  -2.526  2.842  0.094
C  1.823  -1.720  -0.570  -0.047
H  -4.336  -4.123  -2.208  0.111
C  -1.662  -0.356  -2.653  -0.061
H  -3.622  3.386  -1.334  0.091
H  6.684  -0.802  0.881  0.110
C  2.574  0.184  2.717  -0.457
C  1.849  2.155  3.775  -0.133
C  3.531  -0.761  2.212  -0.249
O  -1.331  0.914  0.454  0.140
H  4.330  -4.081  2.386  0.106
H  -5.957  -0.764  -4.330  0.111
H  -3.529  4.509  0.051  0.099
C  -6.619  -3.169  -3.301  -0.069
H  5.479  -2.005  -3.139  0.080
C  4.712  -0.292  1.591  -0.024
H  -3.802  0.476  -4.035  0.111
C  1.015  1.226  4.390  -0.609
H  -0.871  1.214  5.403  0.073
H  6.033  -2.579  -1.568  0.050
C  2.674  1.579  2.767  -0.105
O  -1.202  2.484  -1.271  0.156
H  4.780  0.760  1.319  0.112
C  4.026  -1.748  -1.592  -0.288
H  -4.404  2.188  0.922  0.092
H  -1.618  0.649  -3.079  0.127
C  -2.830  -1.134  -2.967  -0.219
C  -0.645  -0.781  -1.842  -0.019
H  -0.987  2.421  2.562  0.073
C  -3.920  -0.539  -3.653  -0.034
H  -6.514  -4.259  -3.279  0.076
C  4.417  -3.020  2.172  -0.106
H  -2.324  1.311  2.885  0.096
Cl  6.804  -3.641  1.066  0.680
S  1.197  -0.331  3.675  1.088
H  -1.246  4.678  1.305  0.097
H  3.098  -3.469  -0.687  0.119
H  -2.153  -2.964  -2.001  0.102
C  0.336  0.214  -1.296  -0.095
C  -5.285  -2.502  -3.252  -0.294
C  5.589  -2.536  1.573  -0.688
H  -2.494  4.769  -1.357  0.094
H  -7.161  -2.879  -4.208  0.077
C  5.759  -1.168  1.322  -0.101
H  -0.485  -1.841  -1.659  0.106
C  0.186  1.427  5.600  -0.114
H  2.803  1.431  -1.318  0.119
H  -0.400  4.769  -0.244  0.095
H  3.368  2.148  2.156  0.104
H  4.870  0.187  -2.013  0.118
C  1.679  -0.362  -0.896  -0.181
C  -2.945  3.997  -0.726  -0.012

***

(3)
C5H7N | ωB97M-V/def2-TZVPD

As for the spin multiplicity: 1. The energy relative to the best compared isomer or geometry (same formula, charge and spin) comes out at 3.578 eV. The SMILES is N#CCC1CC1.

Each line ends with the natural charge from an NBO analysis.
Cartesian coordinates (Å):
C  -1.324  0.318  -0.650  -0.433
H  1.517  0.693  -1.347  0.261
C  2.258  0.042  0.491  0.293
H  1.008  -0.923  -0.884  0.226
H  -2.143  1.018  -0.763  0.222
N  3.088  -0.015  1.294  -0.328
H  -1.157  -0.307  -1.526  0.220
H  -0.891  -1.481  0.609  0.222
C  -1.232  -0.457  0.598  -0.390
C  1.173  0.093  -0.491  -0.539
H  -1.954  -0.185  1.373  0.231
C  -0.092  0.726  0.087  -0.293
H  -0.252  0.479  1.209  0.309

***

(4)
C41H34BFO15 | ωB97M-V/def2-TZVPD

As for the spin multiplicity: 1. The energy relative to the best compared isomer or geometry (same formula, charge and spin) comes out at 0.000 eV. The SMILES is CB(O)COC(=O)[C@@H](C)F.O=C1C=CC(=O)C=C1.O=C1C=CC(=O)C=C1.O=C1C=CC(=O)C=C1.O=C1C=CC(=O)C=C1.O=C1C=CC(=O)C=C1.O=C1C=CC(=O)C=C1.

Each line ends with the Löwdin charge.
Cartesian coordinates (Å):
H  8.346  -2.988  -0.058  0.122
H  -0.292  -4.475  -0.695  0.077
C  -3.186  12.708  -1.613  0.022
C  -6.214  2.004  2.534  0.026
O  -7.975  0.938  1.391  0.114
H  -4.471  2.789  3.446  0.123
O  1.593  -6.337  -0.081  0.128
O  -2.769  1.178  2.342  0.104
O  -1.184  -2.279  0.101  0.092
C  -1.724  -5.907  2.766  -0.381
C  -1.000  -1.080  0.068  -0.383
C  -3.126  -7.888  3.130  0.017
H  -0.454  -8.577  0.976  0.121
O  -2.469  -9.851  2.010  0.101
O  -1.505  -4.735  2.993  0.104
H  4.375  -6.879  -0.449  0.120
O  2.834  -6.849  -1.884  0.003
C  -4.531  0.109  1.198  0.027
H  -1.263  4.935  0.584  0.100
C  10.954  -4.178  -2.768  0.020
H  -6.919  2.682  2.997  0.124
C  8.635  -3.993  -1.983  -0.353
H  0.631  1.431  1.786  0.127
C  -3.855  11.313  0.290  -0.388
O  12.605  -3.257  -1.365  0.107
C  -0.167  -0.400  1.086  0.026
H  -0.003  -6.177  1.432  0.092
H  3.061  -4.113  0.159  0.051
C  -3.962  1.119  2.124  -0.370
H  3.606  -2.904  -0.973  0.070
O  -0.888  13.186  -1.794  0.110
O  7.455  -4.211  -2.166  0.103
C  -4.570  5.324  -0.336  -0.387
C  -0.843  -6.698  1.870  0.023
C  -4.730  6.747  0.059  0.027
C  -3.721  7.431  0.591  0.026
H  -5.705  7.188  -0.110  0.124
C  9.108  -3.291  -0.764  0.026
C  -2.245  -8.680  2.234  -0.388
H  -0.200  -3.654  -2.299  0.093
H  5.018  -4.842  -3.311  0.123
C  4.152  -6.432  -1.425  -0.039
O  -1.478  7.431  1.300  0.104
C  0.863  -5.477  -2.178  -0.267
H  -3.966  -8.415  3.565  0.120
C  -1.086  -7.984  1.625  0.025
C  -2.440  11.233  0.729  0.019
C  -2.233  5.381  0.417  0.029
C  -1.769  12.630  -1.175  -0.385
C  -1.609  -0.241  -0.995  0.011
H  -1.851  1.706  -1.792  0.123
C  9.661  -4.416  -2.969  0.025
H  10.767  -2.543  0.320  0.122
O  -4.739  10.755  0.910  0.089
H  -5.191  12.139  -1.236  0.122
C  -6.784  0.993  1.607  -0.381
C  -4.907  2.061  2.774  0.021
H  0.262  -1.031  1.853  0.129
B  4.432  -4.846  -1.471  -0.468
O  -0.408  2.954  -0.041  0.089
H  9.295  -4.926  -3.852  0.122
H  -3.817  8.469  0.885  0.094
C  -4.153  12.096  -0.934  0.020
H  -3.516  -6.009  4.026  0.120
C  10.402  -3.052  -0.562  0.020
H  -2.244  10.654  1.623  0.123
F  1.492  -5.233  -3.395  0.005
H  -6.273  -0.679  0.286  0.124
H  4.851  -6.905  -2.120  0.117
C  -5.838  0.050  0.958  0.031
C  -2.886  -6.603  3.376  0.017
C  -1.415  1.074  -1.028  0.021
C  0.345  -4.210  -1.535  -0.020
H  -3.381  13.286  -2.508  0.122
C  -0.579  1.753  -0.007  -0.377
H  4.753  -3.499  0.250  0.071
H  -3.147  3.661  -0.408  0.106
C  11.427  -3.476  -1.548  -0.388
C  -2.394  6.803  0.812  -0.374
H  1.140  -3.567  -1.154  0.076
H  -2.215  -0.757  -1.730  0.125
H  -3.827  -0.571  0.736  0.107
H  -0.435  11.800  0.353  0.124
C  1.796  -6.272  -1.263  -0.448
C  3.932  -3.787  -0.413  0.009
O  -5.489  4.697  -0.822  0.098
C  -1.473  11.845  0.050  0.027
H  11.717  -4.480  -3.474  0.122
O  5.207  -4.375  -2.487  0.105
C  -3.244  4.699  -0.114  0.020
C  0.029  0.914  1.050  0.015
H  0.011  -6.139  -2.385  0.160

***

(5)
C5H6O | ωB97M-V/def2-TZVPD

As for the spin multiplicity: 1. The energy relative to the best compared isomer or geometry (same formula, charge and spin) comes out at 1.765 eV. The SMILES is C1=C[C@H]2O[C@H]2C1.

Each line ends with the natural charge from an NBO analysis.
Cartesian coordinates (Å):
H  1.017  1.477  1.250  0.192
H  0.145  1.402  -1.480  0.230
C  -0.313  -1.299  -0.118  -0.225
O  1.771  -0.199  0.252  -0.480
H  0.472  -1.035  1.927  0.199
H  -0.339  -2.368  -0.288  0.220
H  -1.733  -0.509  -1.500  0.208
C  0.723  0.719  0.530  0.055
C  0.555  -0.679  0.896  0.003
C  -0.304  1.030  -0.550  -0.470
H  -0.995  1.798  -0.182  0.218
C  -0.930  -0.331  -0.804  -0.149

***

Number 1: orbital gap 8.61 eV. Number 2: orbital gap 7.50 eV. Number 3: orbital gap 9.80 eV. Number 4: orbital gap 8.31 eV. Number 5: orbital gap 10.44 eV.